# 1
The following is a DFT calculation (ωB97M-V with the def2-TZVPD basis set) of a structure of composition C4H3BiLiO6 in a non-equilibrium geometry.

The calculation puts the lowest unoccupied orbital energy (spin up / spin down) at -0.6 / -1.3 eV. The energy is -827.7130 Eh. Its spin multiplicity is 2. The HOMO-LUMO gap (spin up / spin down) comes out at 7.54 / 6.81 eV.

The geometry in XYZ format:
```
15
Properties=species:S:1:pos:R:3:forces:R:3:lowdin_charge:R:1
Bi -0.090062 4.208946 -3.862299 -0.1 0.1 -0.5 1.0850
O -0.073734 1.726188 -0.593440 -0.1 0.6 0.5 0.0107
O -0.627442 -3.345428 2.019073 0.2 0.1 0.1 -0.0817
O 1.095284 -1.973399 2.198643 0.2 0.1 0.2 -0.0887
O -0.811997 -1.319853 1.165069 -0.4 1.5 -0.7 0.0387
O -0.881348 1.601812 -2.698835 -0.7 0.7 1.1 -0.0504
O -0.134729 3.503574 -1.872653 -0.1 1.9 1.3 -0.4042
C -0.228888 0.354232 -0.387804 -1.1 -0.2 -2.1 -0.1866
C -0.511829 2.301245 -1.744565 1.7 -3.8 -2.1 -0.7840
C -0.077651 -2.229432 1.830143 0.4 -0.9 0.4 -0.7940
C -0.324119 -0.015193 0.952088 2.1 -2.2 0.3 -0.0304
Li 1.080410 -3.839947 2.824251 -0.5 0.6 -0.4 0.8345
H -0.929240 -0.123487 -1.079717 0.0 0.3 0.2 0.1062
H 0.511777 0.234207 1.611806 -0.7 0.4 0.3 0.1310
H 0.992177 -0.475196 -1.411569 -1.0 0.9 1.4 0.2139
```
Positions in Å, forces in eV/Å.

=====

# 2
The following is a DFT calculation (ωB97M-V with the def2-TZVPD basis set) of the molecule C3H4O3 in a non-equilibrium geometry.

Its energy relative to the best compared isomer or geometry (same formula, charge and spin) is 36.1 kcal per mole. The SMILES is CC(=O)OC=O. The calculation puts the lowest unoccupied orbital energy at 0.8 eV. The energy is -342.3984 Eh. The HOMO-LUMO gap comes out at 11.48 eV.

The geometry in XYZ format:
```
10
Properties=species:S:1:pos:R:3:forces:R:3:lowdin_charge:R:1
O -1.505359 -0.625316 -0.650654 -0.7 0.6 0.1 0.0760
O -0.517288 1.041740 0.526032 -0.2 0.4 -0.8 0.0701
O 1.253523 1.360798 -0.880731 -0.6 -0.1 0.3 0.1615
C 0.614802 0.601514 -0.223107 -0.6 0.4 -1.0 -0.5426
C 0.916731 -0.780748 0.109525 1.3 0.4 1.0 0.0235
C -1.577088 0.369219 0.021066 -0.6 -0.4 -0.4 -0.3007
H -2.512021 0.877842 0.249546 -0.1 0.1 0.4 0.1490
H 1.609000 -0.200080 0.815815 1.0 -2.4 0.0 0.1469
H 1.299524 -1.396446 -0.722125 0.4 0.7 0.7 0.1219
H 0.221387 -1.335064 0.737671 0.0 0.4 -0.3 0.0945
```
Positions in Å, forces in eV/Å.

=====

# 3
The following is a DFT calculation (ωB97M-V with the def2-TZVPD basis set) of a cluster of 2 separate species, C5H14 in total in a non-equilibrium geometry.

Its energy relative to the best compared isomer or geometry (same formula, charge and spin) is 30.7 kcal per mole. The SMILES is CCC.CC. The calculation puts the lowest unoccupied orbital energy at 1.1 eV. The energy is -198.8402 Eh. The HOMO-LUMO gap comes out at 11.87 eV.

The geometry in XYZ format:
```
19
Properties=species:S:1:pos:R:3:forces:R:3:lowdin_charge:R:1
C 0.038714 0.036363 1.709454 -1.7 1.0 -0.1 -0.3523
C 1.150021 0.673099 0.876278 1.5 0.2 1.6 -0.1738
C -0.583308 -0.530491 -3.107653 1.5 1.0 1.5 -0.1621
C 0.670753 -0.691709 2.924526 -0.6 1.2 1.0 -0.1465
C -1.206007 0.433320 -2.061012 -1.7 0.5 0.7 -0.1786
H -1.307961 -1.182977 -3.528768 -0.6 -0.7 -0.3 0.0425
H -0.197428 0.106456 -3.887840 0.2 0.0 -0.5 0.0469
H -0.717159 -0.616311 1.058020 2.0 1.0 1.2 0.1267
H 0.319308 -1.091927 -2.729256 -1.2 0.4 -0.2 0.0775
H -1.883009 1.200424 -2.604149 1.4 -0.9 0.9 0.0864
H 1.738774 -0.167672 0.536131 0.1 0.0 -1.3 0.0546
H 0.641373 1.338486 0.178501 1.0 -0.1 -0.4 0.0348
H 1.107184 0.117663 3.626252 -0.1 -1.5 -1.3 0.0977
H 2.026793 1.231907 1.487023 -2.5 -0.8 -0.9 0.1204
H -1.940712 -0.033451 -1.351433 0.5 -0.2 -0.8 0.0565
H -0.633924 0.966121 1.942886 0.9 -1.9 0.6 0.1192
H -0.067982 -1.175067 3.549524 -0.5 -0.1 0.1 0.0435
H 1.364480 -1.523052 2.684852 0.0 0.9 -0.2 0.0741
H -0.519909 0.908818 -1.303337 -0.4 -0.2 -1.5 0.0328
```
Positions in Å, forces in eV/Å.

=====

# 4
The following is a DFT calculation (ωB97M-V with the def2-TZVPD basis set) of the molecule C4H3NO3 in a non-equilibrium geometry.

Its energy relative to the best compared isomer or geometry (same formula, charge and spin) is 86.9 kcal per mole. The SMILES is N#CCOC(=O)C=O. The calculation puts the lowest unoccupied orbital energy at -0.8 eV. The energy is -434.5889 Eh. The HOMO-LUMO gap comes out at 9.98 eV.

The geometry in XYZ format:
```
11
Properties=species:S:1:pos:R:3:forces:R:3:lowdin_charge:R:1
O 0.603624 -1.791097 0.621226 -1.0 6.8 -0.6 0.0844
O -0.219949 0.408524 0.051693 0.2 -0.3 0.7 0.0289
O 1.869988 -0.127255 2.577374 -5.3 1.8 -1.1 0.0330
N 0.699128 0.947339 -2.984885 -3.4 -2.3 2.9 0.1673
C 0.437360 -0.514844 0.743846 -0.3 -5.2 2.6 -0.3571
C -0.081253 0.441101 -2.237367 4.5 2.4 -3.7 -0.1474
C 0.712180 0.163011 2.123722 4.7 -1.0 1.7 -0.0726
C -0.876541 0.069502 -1.092862 0.1 -4.7 -2.5 -0.2052
H -1.742206 0.559379 -1.258858 -3.0 2.3 0.5 0.0927
H -1.293688 -1.045404 -1.207584 1.6 2.0 0.7 0.1970
H -0.108644 0.889743 2.663694 2.0 -1.7 -1.3 0.1789
```
Positions in Å, forces in eV/Å.

=====

# 5
The following is a DFT calculation (ωB97M-V with the def2-TZVPD basis set) of a cluster of 5 separate species, C31H36F4NO in total.

The calculation puts the lowest unoccupied orbital energy at -2.1 eV. The energy is -1732.0117 Eh. As for the charge: +1. The HOMO-LUMO gap comes out at 9.03 eV.

The geometry in XYZ format:
```
73
Properties=species:S:1:pos:R:3:forces:R:3:lowdin_charge:R:1
F 3.431360 6.262660 0.305096 0.0 0.0 0.0 0.0633
F -3.413284 -1.921178 1.323719 0.0 0.0 0.0 0.0335
F -4.140532 2.718907 -0.930534 0.0 0.0 0.0 0.0473
F 1.884111 -3.943775 1.723698 0.1 0.0 0.0 0.0078
O 1.928654 -0.078885 -2.122557 -0.4 0.2 0.0 -0.0335
N 1.256129 -1.155421 -1.556694 0.3 -0.3 0.2 -0.1177
C -0.197283 -2.320782 -0.155895 0.3 0.0 -0.4 -0.1009
C -5.093295 -0.362503 0.770962 0.0 0.0 0.0 -0.0112
C 4.291412 -0.685423 -1.699584 0.0 -0.2 0.1 -0.2027
C 4.444841 4.232041 -3.103607 0.0 0.0 0.0 -0.1039
C 0.968988 -6.496792 4.112887 0.0 0.0 0.0 -0.0697
C -4.281650 -1.416872 0.410136 0.0 0.0 0.0 -0.2883
C 4.377802 -1.949733 -0.829909 -0.1 0.1 -0.1 -0.0904
C 1.256141 -4.569685 2.764091 0.0 0.0 0.0 -0.2809
C -5.183681 -1.455215 -1.791836 0.0 0.1 0.0 -0.0789
C 0.347219 -1.888974 -2.487824 -0.4 -0.1 0.2 -0.0543
C 3.765371 5.597849 -0.816017 0.0 0.0 0.0 -0.2875
C -3.796117 3.467717 0.138982 0.0 0.0 0.0 -0.2919
C 5.423900 4.882680 -2.363656 0.0 0.0 0.0 -0.0793
C -5.959532 0.151070 -0.183364 0.0 0.0 0.0 -0.0780
C -4.304582 -1.975061 -0.850842 0.1 -0.1 -0.1 -0.0329
C 5.089237 5.574634 -1.208458 0.0 0.0 0.0 -0.0094
C -3.095836 4.983596 2.321219 0.0 0.0 0.0 -0.0898
C 0.364188 -0.907471 -0.385299 -0.7 0.2 0.2 -0.0576
C -2.147528 4.186211 1.696150 0.0 0.0 0.0 -0.0856
C -4.397793 5.014146 1.840627 0.0 0.0 0.0 -0.0743
C 0.292404 -3.875994 3.463396 0.0 0.0 0.0 -0.0253
C 3.127085 0.233592 -1.362922 0.3 0.1 0.1 -0.1455
C -2.494079 3.416131 0.594429 0.0 0.0 0.0 -0.0279
C -4.759816 4.252776 0.738148 0.0 0.0 0.0 -0.0143
C -6.008833 -0.390707 -1.460387 0.0 0.0 0.0 -0.0833
C 2.769025 4.963026 -1.531196 0.0 0.0 0.0 -0.0209
C -0.345532 -4.523797 4.512946 0.0 0.0 0.0 -0.0719
C 1.614837 -5.866688 3.058127 0.0 0.0 0.0 -0.0145
C -0.008899 -5.829914 4.838127 0.0 0.0 0.0 -0.0811
C 3.121044 4.277930 -2.686175 0.0 -0.1 0.0 -0.1023
C -0.061049 -3.023466 -1.547926 0.3 0.1 0.0 -0.1124
H -0.507548 -1.235788 -2.657002 0.1 0.1 -0.3 0.1440
H -1.773511 2.789073 0.086556 0.0 0.0 0.0 0.1040
H -5.223005 -1.885655 -2.783710 0.0 0.0 0.0 0.1066
H 0.050180 -2.855370 3.198592 0.0 0.0 0.0 0.1112
H -5.765873 4.266399 0.341689 0.0 0.0 0.0 0.1192
H -0.959079 -3.534771 -1.879731 -0.1 0.1 0.0 0.1191
H 2.378586 -6.364797 2.477100 0.0 0.0 0.0 0.1195
H -1.106873 -4.002112 5.076861 0.0 0.0 0.0 0.1099
H 0.744988 -3.759705 -1.518760 -0.1 -0.1 0.0 0.1192
H -2.820337 5.582287 3.178404 0.0 0.0 0.0 0.1048
H 0.838672 -2.130030 -3.424319 0.2 -0.1 0.1 0.1463
H -1.233503 -2.298487 0.166707 0.1 0.1 0.2 0.1021
H 4.059319 -1.754482 0.197210 0.1 0.0 0.0 0.0803
H -6.597342 0.985730 0.074327 0.0 0.0 0.0 0.1104
H -5.041019 0.043289 1.772073 0.0 0.0 0.0 0.1226
H 6.455703 4.857008 -2.688025 0.0 0.0 0.0 0.1078
H -0.507654 -6.327802 5.658026 0.0 0.0 0.0 0.1078
H 3.768455 -2.768401 -1.228932 0.0 0.0 0.0 0.0696
H -1.130434 4.165562 2.065396 0.0 0.0 0.0 0.1033
H 5.832494 6.093963 -0.619473 0.0 0.0 0.0 0.1216
H 5.397634 -2.325578 -0.785897 0.0 -0.1 0.0 0.0836
H 0.440997 -2.818798 0.567115 -0.3 -0.2 0.1 0.0842
H 1.745085 5.015629 -1.186608 0.0 0.0 0.0 0.1155
H 0.880976 -0.446374 0.450639 0.2 -0.2 0.0 0.1353
H 4.711827 3.700256 -4.007188 0.0 0.0 0.0 0.1006
H 1.944653 -1.851659 -1.241212 0.2 0.2 -0.1 0.1530
H 4.221163 -0.968300 -2.752049 0.1 0.2 0.0 0.1213
H 1.234668 -7.513818 4.367459 0.0 0.0 0.0 0.1109
H -6.688186 0.017698 -2.195615 0.0 0.0 0.0 0.1079
H -5.139239 5.635954 2.324123 0.0 0.0 0.0 0.1092
H 5.210035 -0.107465 -1.596979 0.0 0.0 0.1 0.1196
H 2.897928 0.196680 -0.294233 -0.1 0.1 0.0 0.1209
H 3.332416 1.271922 -1.615175 -0.1 0.0 -0.2 0.1260
H 2.352328 3.780926 -3.265057 0.0 0.0 0.0 0.1027
H -3.655329 -2.809525 -1.084852 0.0 0.0 0.0 0.1059
H -0.413604 -0.220084 -0.715482 0.1 0.1 -0.1 0.1406
```
Positions in Å, forces in eV/Å.

=====

# 6
The following is a DFT calculation (ωB97M-V with the def2-TZVPD basis set) of the molecule C4H9N in a non-equilibrium geometry.

Its energy relative to the best compared isomer or geometry (same formula, charge and spin) is 26.9 kcal per mole. The SMILES is C=NCCC. The calculation puts the lowest unoccupied orbital energy at 1.2 eV. The energy is -212.5083 Eh. The HOMO-LUMO gap comes out at 11.00 eV.

The geometry in XYZ format:
```
14
Properties=species:S:1:pos:R:3:forces:R:3:lowdin_charge:R:1
N -1.566108 0.469668 -0.761424 -1.5 -0.4 1.2 -0.0676
C -2.665862 0.027038 -0.259218 -0.1 1.5 -1.5 -0.0764
C 2.031286 -0.200587 0.432782 0.7 0.3 1.5 -0.1297
C 0.805971 0.656657 0.143677 -0.6 0.7 0.2 -0.2721
C -0.340194 -0.213069 -0.379798 -0.2 -2.6 -1.0 -0.3089
H 2.932649 0.132410 -0.049224 0.3 0.6 -0.4 0.0560
H -0.024798 -0.709898 -1.422718 -0.3 0.8 2.3 0.1526
H 0.458444 1.235296 1.038804 0.3 -0.7 -0.6 0.1147
H -3.676317 0.508873 -0.597191 2.0 -0.9 0.7 0.0932
H -0.576232 -1.113581 0.389931 0.6 1.8 -1.5 0.1397
H -2.703537 -0.815256 0.445084 0.0 0.1 -0.1 0.0584
H 1.938054 -1.207630 0.079337 -0.4 -0.7 0.0 0.0533
H 1.075076 1.436168 -0.579178 -0.3 -0.2 -0.1 0.1020
H 2.311573 -0.206092 1.519142 -0.5 -0.2 -0.9 0.0849
```
Positions in Å, forces in eV/Å.

=====

Copy entry 3 word for word.
The following is a DFT calculation (ωB97M-V with the def2-TZVPD basis set) of a cluster of 2 separate species, C5H14 in total in a non-equilibrium geometry.

Its energy relative to the best compared isomer or geometry (same formula, charge and spin) is 30.7 kcal per mole. The SMILES is CCC.CC. The calculation puts the lowest unoccupied orbital energy at 1.1 eV. The energy is -198.8402 Eh. The HOMO-LUMO gap comes out at 11.87 eV.

The geometry in XYZ format:
```
19
Properties=species:S:1:pos:R:3:forces:R:3:lowdin_charge:R:1
C 0.038714 0.036363 1.709454 -1.7 1.0 -0.1 -0.3523
C 1.150021 0.673099 0.876278 1.5 0.2 1.6 -0.1738
C -0.583308 -0.530491 -3.107653 1.5 1.0 1.5 -0.1621
C 0.670753 -0.691709 2.924526 -0.6 1.2 1.0 -0.1465
C -1.206007 0.433320 -2.061012 -1.7 0.5 0.7 -0.1786
H -1.307961 -1.182977 -3.528768 -0.6 -0.7 -0.3 0.0425
H -0.197428 0.106456 -3.887840 0.2 0.0 -0.5 0.0469
H -0.717159 -0.616311 1.058020 2.0 1.0 1.2 0.1267
H 0.319308 -1.091927 -2.729256 -1.2 0.4 -0.2 0.0775
H -1.883009 1.200424 -2.604149 1.4 -0.9 0.9 0.0864
H 1.738774 -0.167672 0.536131 0.1 0.0 -1.3 0.0546
H 0.641373 1.338486 0.178501 1.0 -0.1 -0.4 0.0348
H 1.107184 0.117663 3.626252 -0.1 -1.5 -1.3 0.0977
H 2.026793 1.231907 1.487023 -2.5 -0.8 -0.9 0.1204
H -1.940712 -0.033451 -1.351433 0.5 -0.2 -0.8 0.0565
H -0.633924 0.966121 1.942886 0.9 -1.9 0.6 0.1192
H -0.067982 -1.175067 3.549524 -0.5 -0.1 0.1 0.0435
H 1.364480 -1.523052 2.684852 0.0 0.9 -0.2 0.0741
H -0.519909 0.908818 -1.303337 -0.4 -0.2 -1.5 0.0328
```
Positions in Å, forces in eV/Å.